i:
Formula: C12H48N12O12
Source: the OMol25 dataset
Level of theory: the ωB97M-V functional and the def2-TZVPD basis

Geometry as XYZ:
```
84
C12H48N12O12, DFT the ωB97M-V functional and the def2-TZVPD basis
O 17.74 -13.66 22.71
O 9.79 -4.59 16.63
O 13.88 -17.82 16.44
O 18.08 -6.10 22.94
O 21.49 -11.39 17.79
O 14.29 -10.76 19.71
O 14.80 -2.53 18.83
O 7.21 -9.98 21.45
O 11.82 -1.06 23.79
O 6.65 -18.37 19.70
O 13.24 -6.88 25.67
O 12.79 -10.90 13.03
N 18.63 -7.24 21.02
N 10.67 -2.00 22.24
N 13.72 -19.55 17.74
N 12.80 -12.93 12.54
N 11.20 -6.16 15.97
N 19.50 -7.87 22.84
N 9.59 -5.71 14.67
N 11.02 0.17 22.11
N 14.65 -17.75 18.41
N 12.23 -11.31 20.36
N 14.09 -12.23 14.20
N 12.87 -9.34 20.74
C 14.99 -1.24 18.30
C 11.24 -0.95 22.76
C 17.58 -13.36 24.06
C 14.02 -18.32 17.49
C 13.21 -10.49 20.17
C 6.40 -10.92 20.83
C 21.03 -12.50 17.16
C 13.33 -8.06 26.56
C 18.75 -6.97 22.31
C 10.12 -5.40 15.84
C 13.20 -11.96 13.31
C 7.92 -18.85 20.16
H 14.42 -13.18 14.18
H 19.09 -8.01 20.57
H 19.63 -8.78 22.42
H 11.55 -6.72 15.21
H 10.51 -2.12 21.25
H 10.97 -2.81 22.77
H 8.56 -17.98 20.25
H 15.01 -2.47 19.77
H 21.69 -12.72 16.32
H 17.96 -6.61 20.59
H 11.75 -5.77 16.72
H 14.43 -11.47 14.78
H 7.76 -19.15 21.20
H 7.04 -11.74 20.49
H 19.59 -7.87 23.85
H 10.15 0.17 21.60
H 16.53 -13.44 24.36
H 11.40 1.03 22.47
H 14.82 -1.45 17.25
H 13.59 -20.12 16.92
H 14.60 -18.29 19.26
H 5.84 -11.45 21.61
H 11.32 -10.99 20.65
H 8.68 -5.34 14.41
H 14.84 -16.77 18.27
H 12.19 -12.79 11.74
H 13.16 -9.01 26.06
H 17.28 -13.08 22.10
H 14.25 -8.13 27.14
H 8.30 -19.75 19.67
H 12.82 -13.82 13.01
H 14.17 -0.58 18.57
H 14.17 -6.76 25.44
H 13.60 -8.64 20.82
H 12.07 -9.38 21.36
H 21.71 -10.71 17.14
H 6.81 -17.89 18.89
H 12.47 -8.06 27.23
H 12.37 -12.29 20.12
H 6.66 -9.21 21.59
H 20.96 -13.28 17.92
H 17.94 -12.38 24.36
H 9.96 -6.55 14.25
H 5.81 -10.62 19.96
H 13.63 -19.92 18.68
H 18.08 -14.09 24.70
H 16.01 -0.91 18.52
H 20.00 -12.53 16.80
```

Computed properties:
M: 552.6 Da
HOMO-LUMO gap: 0.348 hartree
Total charge: 0

Löwdin charges in e: number 1, O, carries -0.113; number 2, O, carries 0.078; number 3, O, carries 0.070; number 4, O, carries -0.017; number 5, O, carries -0.103; number 6, O, carries 0.044; number 7, O, carries -0.134; number 8, O, carries -0.112; number 9, O, carries 0.069; number 10, O, carries -0.132; number 11, O, carries -0.126; number 12, O, carries 0.066; number 13, N, carries 0.151; number 14, N, carries 0.154; number 15, N, carries 0.165; number 16, N, carries 0.154; number 17, N, carries 0.141; number 18, N, carries 0.147; number 19, N, carries 0.148; number 20, N, carries 0.160; number 21, N, carries 0.183; number 22, N, carries 0.149; number 23, N, carries 0.184; number 24, N, carries 0.150; number 25, C, carries -0.169; number 26, C, carries -0.834; number 27, C, carries -0.188; number 28, C, carries -0.910; number 29, C, carries -0.793; number 30, C, carries -0.196; number 31, C, carries -0.214; number 32, C, carries -0.137; number 33, C, carries -0.743; number 34, C, carries -0.805; number 35, C, carries -0.873; number 36, C, carries -0.155; number 37, H, carries 0.114; number 38, H, carries 0.113; number 39, H, carries 0.112; number 40, H, carries 0.107; number 41, H, carries 0.111; number 42, H, carries 0.118; number 43, H, carries 0.076; number 44, H, carries 0.069; number 45, H, carries 0.082; number 46, H, carries 0.119; number 47, H, carries 0.117; number 48, H, carries 0.129; number 49, H, carries 0.072; number 50, H, carries 0.073; number 51, H, carries 0.119; number 52, H, carries 0.107; number 53, H, carries 0.072; number 54, H, carries 0.115; number 55, H, carries 0.077; number 56, H, carries 0.124; number 57, H, carries 0.119; number 58, H, carries 0.076; number 59, H, carries 0.111; number 60, H, carries 0.114; number 61, H, carries 0.138; number 62, H, carries 0.123; number 63, H, carries 0.062; number 64, H, carries 0.079; number 65, H, carries 0.074; number 66, H, carries 0.074; number 67, H, carries 0.103; number 68, H, carries 0.074; number 69, H, carries 0.059; number 70, H, carries 0.116; number 71, H, carries 0.104; number 72, H, carries 0.082; number 73, H, carries 0.065; number 74, H, carries 0.069; number 75, H, carries 0.120; number 76, H, carries 0.077; number 77, H, carries 0.082; number 78, H, carries 0.071; number 79, H, carries 0.101; number 80, H, carries 0.082; number 81, H, carries 0.111; number 82, H, carries 0.078; number 83, H, carries 0.081; number 84, H, carries 0.071


ii:
Formula: C12H48N12O12
Source: the OMol25 dataset
Level of theory: the ωB97M-V functional and the def2-TZVPD basis

Geometry as XYZ:
```
84
C12H48N12O12, DFT the ωB97M-V functional and the def2-TZVPD basis
O 2.55 4.12 1.04
O 3.35 -0.14 -0.41
O -0.27 -0.02 -3.19
O 1.48 -3.41 -0.76
O -1.06 -5.12 -1.15
O -1.95 4.71 -2.95
O 2.84 0.64 4.01
O 0.24 0.05 1.05
O -2.80 0.05 -1.40
O -1.75 2.49 2.13
O -2.87 -3.45 1.58
O -0.20 -0.85 5.85
N -0.44 -2.31 -3.82
N 0.00 3.96 2.54
N -4.55 -1.48 -1.25
N -1.10 -2.75 -1.14
N 0.64 -0.88 -5.09
N -3.05 -3.75 -1.29
N -4.27 -0.37 -3.13
N -0.78 3.94 0.44
N -1.13 2.57 -3.39
N 3.52 -3.59 0.38
N -2.31 2.82 -1.60
N 2.03 -2.02 1.06
C 2.46 1.74 3.23
C -1.72 -3.88 -1.22
C 0.07 -1.10 -3.97
C -1.79 -2.56 1.88
C 2.94 3.41 -0.06
C -0.26 -0.28 4.57
C 4.56 0.20 0.28
C 2.33 -3.01 0.19
C -3.83 -0.60 -1.94
C -0.84 3.45 1.68
C 0.22 0.56 -0.19
C -1.79 3.38 -2.64
H -1.46 3.54 -0.24
H 1.19 -1.43 1.07
H 1.17 0.03 -5.16
H -1.84 -1.66 1.23
H 2.68 2.66 3.78
H 2.92 -0.79 0.11
H -0.26 0.55 1.67
H 1.92 3.53 1.39
H -1.60 -1.91 -1.14
H -0.84 -2.54 -2.78
H -0.01 3.59 3.50
H 3.01 1.71 2.37
H 2.35 3.43 -0.89
H -0.84 0.75 -0.44
H -0.70 -2.88 1.80
H -1.77 -2.24 2.93
H -0.52 3.01 -4.12
H -2.27 1.79 -1.37
H 0.49 4.86 2.35
H 4.10 -3.55 1.25
H 4.00 3.59 -0.39
H -5.17 -0.77 -3.41
H 4.01 -4.01 -0.43
H 3.43 1.05 4.68
H 0.76 1.51 -0.39
H -3.53 -2.86 -1.41
H -3.58 -4.60 -1.59
H -4.28 -1.41 -0.25
H 1.36 1.73 3.13
H -1.28 -0.17 4.22
H 2.85 2.41 0.33
H 0.57 -0.13 -0.95
H -3.72 0.29 -3.73
H -0.12 -3.13 -4.47
H -0.12 4.64 0.00
H 4.96 1.04 -0.29
H 0.67 -1.09 6.13
H -0.92 1.63 -3.13
H 0.91 -1.60 -5.70
H -5.48 -1.85 -1.64
H -0.05 -2.82 -1.03
H 2.51 -1.92 1.93
H 0.27 0.69 4.57
H 0.34 -0.88 3.93
H -2.95 3.47 -1.03
H 4.28 0.45 1.31
H 5.09 -0.74 0.41
H -2.98 -3.49 0.55
```

Computed properties:
M: 552.6 Da
HOMO-LUMO gap: 0.319 hartree
Total charge: 0

Löwdin charges in e: number 1, O, carries -0.102; number 2, O, carries -0.139; number 3, O, carries -0.146; number 4, O, carries -0.058; number 5, O, carries -0.116; number 6, O, carries -0.144; number 7, O, carries -0.122; number 8, O, carries -0.122; number 9, O, carries -0.082; number 10, O, carries -0.144; number 11, O, carries -0.143; number 12, O, carries -0.097; number 13, N, carries 0.143; number 14, N, carries 0.134; number 15, N, carries 0.117; number 16, N, carries 0.142; number 17, N, carries 0.155; number 18, N, carries 0.125; number 19, N, carries 0.190; number 20, N, carries 0.170; number 21, N, carries 0.176; number 22, N, carries 0.150; number 23, N, carries 0.116; number 24, N, carries 0.157; number 25, C, carries -0.169; number 26, C, carries -0.599; number 27, C, carries -0.618; number 28, C, carries -0.183; number 29, C, carries -0.170; number 30, C, carries -0.173; number 31, C, carries -0.130; number 32, C, carries -0.554; number 33, C, carries -0.624; number 34, C, carries -0.607; number 35, C, carries -0.184; number 36, C, carries -0.682; number 37, H, carries 0.051; number 38, H, carries 0.076; number 39, H, carries 0.160; number 40, H, carries 0.058; number 41, H, carries 0.098; number 42, H, carries -0.026; number 43, H, carries 0.057; number 44, H, carries -0.004; number 45, H, carries 0.065; number 46, H, carries 0.109; number 47, H, carries 0.133; number 48, H, carries 0.026; number 49, H, carries 0.048; number 50, H, carries 0.057; number 51, H, carries 0.084; number 52, H, carries 0.064; number 53, H, carries 0.145; number 54, H, carries 0.081; number 55, H, carries 0.138; number 56, H, carries 0.139; number 57, H, carries 0.112; number 58, H, carries 0.127; number 59, H, carries 0.139; number 60, H, carries 0.106; number 61, H, carries 0.084; number 62, H, carries 0.032; number 63, H, carries 0.157; number 64, H, carries 0.154; number 65, H, carries 0.058; number 66, H, carries 0.086; number 67, H, carries 0.043; number 68, H, carries 0.066; number 69, H, carries 0.166; number 70, H, carries 0.162; number 71, H, carries 0.158; number 72, H, carries 0.084; number 73, H, carries 0.070; number 74, H, carries 0.030; number 75, H, carries 0.096; number 76, H, carries 0.173; number 77, H, carries 0.088; number 78, H, carries 0.114; number 79, H, carries 0.064; number 80, H, carries 0.055; number 81, H, carries 0.172; number 82, H, carries 0.053; number 83, H, carries 0.073; number 84, H, carries 0.050


Relative to the most stable structure, the computed energies are i 0.000; ii 0.905, all in eV.


i:
Formula: C7H19NSi
Source: the OMol25 dataset
Level of theory: the ωB97M-V functional and the def2-TZVPD basis

Geometry as XYZ:
```
28
C7H19NSi, DFT the ωB97M-V functional and the def2-TZVPD basis
Si 0.50 -0.01 -0.37
N 1.31 -1.22 0.59
C 1.14 -2.66 0.15
C -1.38 0.01 -0.21
C -2.15 1.30 -0.50
C 1.24 1.55 0.34
C -1.69 -0.42 1.22
C 2.58 1.88 -0.34
C -1.99 -1.10 -1.12
H 2.35 1.98 -1.43
H 1.62 -2.85 -0.82
H 0.11 -2.98 0.18
H -3.07 -0.75 -1.34
H 0.57 2.29 0.02
H -2.00 -2.09 -0.70
H 3.40 1.26 -0.11
H 1.35 1.71 1.42
H 2.94 2.89 0.08
H -1.51 0.51 1.94
H -1.95 2.01 0.34
H -1.65 1.72 -1.45
H -1.52 -1.13 -2.03
H 0.94 -0.50 -1.74
H -2.70 -0.68 1.52
H 1.79 -1.19 1.43
H -3.28 1.23 -0.74
H -1.01 -1.18 1.55
H 1.69 -3.18 1.02
```

Computed properties:
M: 145.3 Da
HOMO-LUMO gap: 0.352 hartree
Total charge: 0

Löwdin charges in e: number 1, Si, carries 0.600; number 2, N, carries -0.188; number 3, C, carries -0.160; number 4, C, carries -0.662; number 5, C, carries -0.121; number 6, C, carries -0.329; number 7, C, carries -0.130; number 8, C, carries -0.185; number 9, C, carries -0.103; number 10, H, carries 0.075; number 11, H, carries 0.058; number 12, H, carries 0.042; number 13, H, carries 0.101; number 14, H, carries 0.032; number 15, H, carries 0.069; number 16, H, carries 0.038; number 17, H, carries 0.087; number 18, H, carries 0.089; number 19, H, carries 0.116; number 20, H, carries 0.076; number 21, H, carries 0.097; number 22, H, carries 0.018; number 23, H, carries 0.035; number 24, H, carries 0.078; number 25, H, carries 0.029; number 26, H, carries 0.100; number 27, H, carries 0.040; number 28, H, carries 0.098


ii:
Formula: C7H19NSi
Source: the OMol25 dataset
Level of theory: the ωB97M-V functional and the def2-TZVPD basis

Geometry as XYZ:
```
28
C7H19NSi, DFT the ωB97M-V functional and the def2-TZVPD basis
Si -0.20 0.24 -0.68
N -1.70 -0.29 -0.10
C 1.45 -0.07 1.61
C -2.27 0.27 1.22
C 2.55 0.37 -0.61
C -2.74 -1.19 -0.76
C -0.46 2.61 -0.79
C 1.44 -0.41 0.09
C 1.58 -1.89 -0.19
H -0.07 -0.26 -2.03
H 0.61 -2.54 0.10
H 1.34 1.00 1.68
H 2.54 1.32 -0.23
H -2.45 -1.41 -1.79
H 0.21 2.89 0.06
H -0.15 3.20 -1.65
H -2.70 -2.16 -0.29
H 2.38 -2.34 0.25
H 1.87 -2.15 -1.24
H 3.53 -0.11 -0.43
H -1.46 0.48 1.92
H 2.33 0.40 -1.66
H -2.76 1.22 1.03
H -1.40 2.87 -0.58
H 2.43 -0.27 1.95
H -2.88 -0.55 1.62
H -3.64 -0.66 -0.61
H 0.63 -0.59 2.11
```

Computed properties:
M: 145.3 Da
HOMO-LUMO gap: 0.330 hartree
Total charge: 0

Löwdin charges in e: number 1, Si, carries 0.717; number 2, N, carries -0.339; number 3, C, carries -0.092; number 4, C, carries -0.087; number 5, C, carries -0.113; number 6, C, carries -0.096; number 7, C, carries -0.110; number 8, C, carries -0.679; number 9, C, carries -0.121; number 10, H, carries -0.013; number 11, H, carries 0.125; number 12, H, carries 0.065; number 13, H, carries 0.038; number 14, H, carries 0.065; number 15, H, carries -0.015; number 16, H, carries -0.011; number 17, H, carries 0.068; number 18, H, carries 0.030; number 19, H, carries 0.087; number 20, H, carries 0.103; number 21, H, carries 0.052; number 22, H, carries 0.065; number 23, H, carries 0.066; number 24, H, carries -0.088; number 25, H, carries 0.067; number 26, H, carries 0.080; number 27, H, carries 0.059; number 28, H, carries 0.076


Relative to the most stable structure, the computed energies are i 0.000; ii 1.069, all in eV.


i:
Formula: CH11NO3
Source: the OMol25 dataset
Level of theory: the ωB97M-V functional and the def2-TZVPD basis

Geometry as XYZ:
```
16
CH11NO3, DFT the ωB97M-V functional and the def2-TZVPD basis
O -1.49 1.37 -0.47
O 0.71 -1.31 -1.35
O -0.03 0.99 -2.53
N 0.02 -0.69 1.03
C 0.68 -0.13 2.25
H 0.52 0.45 -1.99
H -1.03 1.45 -1.35
H -0.43 0.15 0.48
H -0.19 0.33 -3.30
H -1.84 2.09 -0.04
H 1.42 0.65 1.94
H 0.90 -2.21 -1.37
H 1.16 -1.00 2.72
H -0.04 0.33 2.96
H -0.83 -1.31 1.16
H 0.46 -1.14 -0.15
```

Computed properties:
M: 85.1 Da
HOMO-LUMO gap: 0.383 hartree
Total charge: 0

Löwdin charges in e: number 1, O, carries -0.060; number 2, O, carries -0.242; number 3, O, carries -0.084; number 4, N, carries -0.081; number 5, C, carries -0.114; number 6, H, carries -0.015; number 7, H, carries 0.017; number 8, H, carries 0.090; number 9, H, carries 0.122; number 10, H, carries -0.009; number 11, H, carries 0.093; number 12, H, carries -0.057; number 13, H, carries 0.073; number 14, H, carries 0.072; number 15, H, carries 0.142; number 16, H, carries 0.052


ii:
Formula: CH11NO3
Source: the OMol25 dataset
Level of theory: the ωB97M-V functional and the def2-TZVPD basis

Geometry as XYZ:
```
16
CH11NO3, DFT the ωB97M-V functional and the def2-TZVPD basis
O -2.19 -3.37 -0.44
O -2.19 1.03 -1.42
O 2.73 2.75 1.43
N 1.57 -0.12 0.91
C 0.65 -0.21 -0.14
H -2.23 -2.42 -0.20
H 0.28 -1.20 -0.07
H 2.47 -0.27 0.58
H -2.99 -3.90 -0.36
H 2.06 3.38 1.18
H -2.72 0.96 -2.19
H 1.55 -1.04 1.50
H 2.27 1.92 1.59
H -0.14 0.47 0.18
H -2.11 2.03 -1.35
H 0.99 -0.01 -1.21
```

Computed properties:
M: 85.1 Da
HOMO-LUMO gap: 0.372 hartree
Total charge: 0

Löwdin charges in e: number 1, O, carries -0.087; number 2, O, carries -0.069; number 3, O, carries -0.076; number 4, N, carries -0.100; number 5, C, carries -0.215; number 6, H, carries 0.042; number 7, H, carries 0.049; number 8, H, carries 0.039; number 9, H, carries 0.039; number 10, H, carries 0.020; number 11, H, carries 0.012; number 12, H, carries 0.124; number 13, H, carries -0.011; number 14, H, carries 0.054; number 15, H, carries 0.071; number 16, H, carries 0.108


Relative to the most stable structure, the computed energies are i 0.000; ii 0.184, all in eV.